[1]
The following is a quantum chemistry calculation of C22H50P2Si2V as an isolated structure at a distorted geometry, from OMol25.

Positions of all 77 atoms, in Å:
P -0.519 1.863 1.858
P -2.413 0.228 -0.055
C -2.124 2.705 1.222
C -3.210 1.760 0.714
H -1.710 3.302 0.364
H -2.522 3.414 1.974
H -3.888 1.398 1.512
H -3.807 2.275 -0.066
C -2.567 0.631 -1.805
H -2.352 -0.268 -2.362
H -1.881 1.378 -2.172
H -3.576 0.962 -1.980
C -3.563 -1.122 0.114
H -4.515 -0.833 -0.324
H -3.640 -1.328 1.192
H -3.141 -1.975 -0.438
C -0.062 3.793 2.331
H 0.771 3.902 3.061
H -0.935 4.230 2.839
H 0.116 4.496 1.502
C -0.668 1.713 3.694
H -1.503 1.010 3.839
H -0.873 2.660 4.207
H 0.310 1.312 3.994
V -0.742 -0.401 1.048
C 0.163 3.000 -2.531
C 0.667 4.232 -2.300
C 1.985 4.792 -2.824
C 3.237 4.409 -2.069
C 2.756 4.304 -0.652
C 2.585 3.073 -0.179
C 1.774 1.916 -0.816
C 0.929 1.756 -2.202
C -0.324 -1.165 2.981
H -0.731 2.882 -3.162
H 0.158 4.920 -1.609
H 1.809 5.890 -2.740
H 2.116 4.492 -3.862
H 3.602 3.424 -2.429
H 4.064 5.105 -2.162
H 2.356 5.180 -0.116
H 2.642 2.906 0.904
H 0.952 1.858 -0.065
H 2.357 0.964 -0.681
H 1.602 1.359 -2.989
H 0.240 0.917 -1.970
H -0.479 -2.251 3.068
H -0.932 -0.580 3.689
H 0.750 -0.841 2.889
C 1.494 -3.690 -2.193
Si 1.592 -2.467 -0.759
C 2.875 -3.081 0.449
C 2.558 -1.093 -1.633
C -0.229 -2.153 -0.183
Si -0.888 -3.759 0.691
C 0.110 -4.623 2.063
C -2.734 -3.987 1.104
C -0.752 -5.259 -0.462
H 2.265 -3.421 -2.927
H 0.526 -3.667 -2.705
H 1.709 -4.708 -1.856
H 3.784 -3.105 -0.174
H 3.040 -2.381 1.280
H 2.664 -4.093 0.814
H 1.978 -0.674 -2.470
H 2.924 -0.315 -0.957
H 3.479 -1.578 -2.001
H -0.833 -2.041 -1.082
H 0.363 -4.075 2.985
H -0.585 -5.437 2.337
H 1.024 -5.097 1.666
H -3.233 -4.477 0.231
H -2.913 -4.621 1.986
H -3.181 -3.019 1.308
H -1.345 -5.173 -1.378
H 0.258 -5.600 -0.716
H -1.211 -6.050 0.148

The value obtained for the LUMO energy (alpha / beta) is 0.15 / -0.05 eV. The value obtained for the orbital gap (alpha / beta) is 6.933 / 7.743 eV. For the molecular weight, the calculation gives 483.7 g mol⁻¹. The highest occupied orbital energy (alpha / beta) comes out at -6.784 / -7.789 eV. Its net charge is 0. As for the spin multiplicity: 4. The relative energy (zero: lowest compared OMol25 entry of this formula, charge and spin) is 157.19 kcal/mol. The value obtained for the maximum force is 0.132 hartree/bohr.

Mulliken atomic charge list, values in e, 5 entries: 1.29 1.48 -0.82 -1.18 0.30


[2]
The following is a quantum chemistry calculation of C22H51Al3BrCl5FIN2O4P as an isolated structure at a distorted geometry, from OMol25.

Positions of all 91 atoms, in Å:
C -1.533 0.369 0.088
C -1.525 -0.458 -1.157
C -0.135 -0.952 -1.599
I 0.985 0.558 -2.632
Al -0.456 -2.592 -2.748
P 0.371 -4.543 -1.571
O 2.106 -4.263 -1.708
Cl -0.174 -4.457 0.458
H -1.455 -0.281 0.942
H -0.741 1.085 0.110
H -2.508 0.856 0.175
H -1.952 0.064 -2.000
H -2.066 -1.368 -0.952
H 0.424 -1.189 -0.719
H -1.998 -2.775 -3.037
H 0.492 -2.639 -4.068
H 2.618 -5.001 -1.344
O -0.981 -7.627 -2.988
H -1.337 -8.521 -2.953
H -0.269 -7.684 -3.633
Al 1.850 -4.588 -3.704
Br -0.757 -7.079 0.179
C 2.042 -1.842 1.339
C 2.012 -0.401 1.826
C 3.383 0.235 1.886
C 4.409 -0.385 2.826
C 3.963 -0.410 4.285
C 3.737 0.979 4.879
H 2.593 -2.491 2.020
H 1.008 -2.229 1.246
H 2.514 -1.909 0.343
H 1.509 -0.350 2.793
H 1.410 0.189 1.145
H 3.271 1.296 2.130
H 3.765 0.197 0.832
H 5.348 0.173 2.748
H 4.642 -1.403 2.500
H 4.737 -0.921 4.864
H 3.054 -1.009 4.394
H 4.649 1.577 4.821
H 3.453 0.909 5.928
H 2.941 1.516 4.361
C -4.893 3.426 -1.625
C -5.314 3.038 -3.068
C -5.919 4.265 -3.771
C -4.933 5.397 -4.111
C -3.491 4.905 -4.337
C -3.369 3.440 -4.749
N -4.076 2.591 -3.728
O -3.964 1.425 -3.900
C -1.879 3.101 -4.724
C -3.913 3.218 -6.151
C -6.378 1.969 -2.983
H -4.453 2.571 -1.097
H -5.754 3.778 -1.060
H -4.142 4.211 -1.614
H -6.410 3.934 -4.691
H -6.713 4.660 -3.146
H -5.294 5.924 -4.993
H -4.926 6.132 -3.308
H -2.996 5.527 -5.078
H -2.931 5.055 -3.412
H -1.478 3.176 -3.712
H -1.339 3.801 -5.355
H -1.685 2.095 -5.093
H -3.354 3.850 -6.834
H -4.968 3.471 -6.247
H -3.787 2.183 -6.469
H -7.227 2.373 -2.442
H -6.035 1.088 -2.445
H -6.717 1.660 -3.975
Al 3.807 0.847 -1.091
F -3.016 2.571 0.007
C 3.260 -0.913 10.347
C 3.621 -0.594 8.915
O 3.465 0.519 8.443
N 4.131 -1.604 8.159
C 4.383 -2.980 8.549
H 2.871 -0.015 10.813
H 2.496 -1.689 10.387
H 4.140 -1.242 10.900
H 4.351 -1.328 7.216
H 5.442 -3.212 8.426
H 3.807 -3.656 7.916
H 4.106 -3.148 9.582
Cl -0.682 -3.132 2.296
C 5.441 -2.596 -3.843
Cl 4.915 -3.470 -5.275
Cl 4.115 -1.613 -3.202
Cl 6.035 -3.709 -2.612
H 6.248 -1.935 -4.123

The value obtained for the LUMO energy is -5.69 eV. The value obtained for the orbital gap is 3.449 eV. For the molecular weight, the calculation gives 922.7 g mol⁻¹. The highest occupied orbital energy comes out at -9.137 eV. Its net charge is +1. As for the spin multiplicity: 1. The value obtained for the maximum force is 0.079 hartree/bohr.

Mulliken atomic charge list, values in e, 5 entries: -1.21 -0.14 1.41 0.02 0.39


[3]
The following is a quantum chemistry calculation of C22H51BCdF6N7O12S6 as an isolated structure at a distorted geometry, from OMol25.

Positions of all 106 atoms, in Å:
Cd 3.222 2.270 1.541
B 1.476 0.272 -0.146
H 2.484 -0.099 -0.042
H 0.916 0.354 0.773
H 1.546 1.239 -0.620
H 0.889 -0.384 -0.772
C -2.835 0.012 -5.796
C -4.110 0.199 -5.037
N -4.354 1.540 -4.536
C -3.492 2.087 -3.556
C -4.111 3.293 -3.207
N -5.347 3.409 -3.896
C -5.495 2.333 -4.708
C -6.299 4.437 -3.857
H -2.914 -0.988 -6.225
H -1.934 0.027 -5.184
H -2.698 0.667 -6.656
H -4.283 -0.481 -4.204
H -4.979 -0.063 -5.640
H -2.563 1.584 -3.333
H -3.694 4.082 -2.598
H -6.345 1.938 -5.245
H -5.932 5.409 -3.527
H -7.006 4.237 -3.052
H -6.742 4.570 -4.844
C 3.826 -2.450 -5.850
C 4.034 -3.653 -5.001
C 3.286 -3.587 -3.647
N 3.581 -4.769 -2.688
C 4.919 -4.777 -2.028
C 2.490 -4.590 -1.578
C 2.317 -5.977 -1.077
C 2.860 -6.990 -2.051
C 3.288 -6.155 -3.318
H 2.775 -2.237 -6.043
H 4.296 -2.338 -6.827
H 4.090 -1.504 -5.378
H 5.103 -3.761 -4.816
H 3.790 -4.593 -5.495
H 2.247 -3.826 -3.876
H 3.427 -2.639 -3.129
H 5.028 -3.822 -1.513
H 5.665 -4.919 -2.810
H 5.039 -5.557 -1.277
H 2.746 -3.925 -0.752
H 1.554 -4.170 -1.946
H 2.961 -6.091 -0.204
H 1.360 -6.209 -0.611
H 3.754 -7.467 -1.648
H 2.056 -7.667 -2.340
H 4.151 -6.649 -3.764
H 2.465 -6.051 -4.025
C -3.675 -2.876 2.018
C -4.448 -1.633 2.408
C -3.777 -0.756 3.529
N -4.589 0.517 3.884
C -5.156 1.422 2.744
C -3.793 1.356 4.873
C -4.347 1.300 6.267
C -5.844 1.028 6.107
C -5.818 0.227 4.821
H -3.086 -3.183 2.883
H -2.991 -2.855 1.170
H -4.272 -3.786 1.964
H -5.529 -1.723 2.508
H -4.397 -1.011 1.514
H -2.857 -0.284 3.182
H -3.565 -1.412 4.373
H -5.885 0.754 2.285
H -4.318 1.435 2.048
H -5.452 2.462 2.884
H -3.959 2.385 4.553
H -2.734 1.119 4.970
H -4.298 2.247 6.803
H -3.924 0.591 6.979
H -6.448 1.914 5.912
H -6.277 0.322 6.815
H -6.790 0.221 4.328
H -5.601 -0.828 4.989
N 3.235 1.406 4.891
S 3.209 2.014 6.306
O 4.394 1.818 7.155
O 1.941 2.331 6.963
F 3.479 3.538 5.799
S 2.809 -0.133 5.570
O 1.405 -0.474 5.755
O 3.714 -0.744 6.531
F 3.105 -1.017 4.268
N 6.124 2.047 -0.077
S 6.496 2.459 -1.476
O 6.773 1.388 -2.423
O 7.316 3.741 -1.559
F 5.033 2.949 -1.911
S 7.737 1.602 0.282
O 8.917 2.501 0.294
O 8.126 0.216 -0.015
F 7.478 1.498 1.894
N 1.974 5.471 1.418
S 2.606 6.906 1.363
O 2.389 7.821 2.499
O 2.876 7.489 0.082
F 4.097 6.310 1.736
S 0.394 6.137 1.514
O 0.060 6.996 0.343
O -0.056 6.435 2.900
F -0.312 4.769 1.150

The value obtained for the LUMO energy is -6.36 eV. The value obtained for the orbital gap is 4.008 eV. For the molecular weight, the calculation gives 1035.3 g mol⁻¹. The highest occupied orbital energy comes out at -10.366 eV. Its net charge is +1. As for the spin multiplicity: 1. The relative energy (zero: lowest compared OMol25 entry of this formula, charge and spin) is 354.16 kcal/mol. The value obtained for the maximum force is 0.210 hartree/bohr.

Mulliken atomic charge list, values in e, 5 entries: 1.49 0.58 -0.34 -0.34 -0.28